No. 1
C45H51Cl3NO8PS2V | ωB97M-V with the def2-TZVPD basis set

ORCA input file:
```
! RIJCOSX wB97M-V def2-TZVPD def2/J DEFGRID3
* xyz 1 3
V 0.658 0.753 -0.170
Cl 0.684 8.214 -4.621
Cl -2.472 -1.641 -3.048
Cl 0.166 -0.521 -2.354
S -3.410 -3.752 0.488
S -2.187 1.452 1.305
P 3.245 0.394 -1.020
O 1.352 1.576 1.481
O 0.491 2.356 -1.213
O -1.996 -0.048 6.368
O 0.720 -1.013 0.864
O -1.916 -2.192 6.550
O -0.692 3.759 0.031
O -2.026 -3.228 0.668
O -1.324 0.665 0.282
N -1.649 -1.147 5.976
C 0.567 6.808 -3.665
C -0.233 -0.088 4.285
C 3.745 -3.747 -2.847
C -3.260 2.525 0.462
C 2.722 -2.252 -1.278
C -3.417 0.142 1.847
C 3.468 3.143 -1.682
C 5.914 -0.111 -0.159
C -0.148 -2.365 2.658
C 4.361 -2.700 -3.498
C -4.254 -0.532 0.822
C 3.438 -1.196 -1.845
C 4.074 -0.621 1.401
C 0.562 4.431 -3.302
C 3.760 1.713 -2.257
C -3.596 -5.463 1.099
C -3.842 3.454 1.312
C 0.369 -1.138 2.059
C 0.431 6.998 -2.294
C 2.858 -3.503 -1.751
C -3.626 2.384 -0.852
C 4.182 -1.439 -2.969
C -1.101 -1.724 -1.990
C -0.032 3.563 -0.981
C 0.651 5.504 -4.167
C -4.672 3.130 -1.300
C 1.102 1.204 2.652
C -5.093 -1.674 1.405
C -5.291 4.044 -0.424
C -4.956 4.177 0.893
C -0.924 -1.228 4.684
C -4.017 -8.071 1.910
C 0.244 5.937 -1.408
C -5.019 -7.400 1.179
C -2.904 -7.383 2.337
C 2.829 1.518 -3.469
C -4.375 -2.996 1.865
C 4.702 1.794 0.947
C 0.227 4.629 -1.962
C 4.589 0.382 0.332
C -0.809 -2.325 3.847
C 0.477 -0.045 3.046
C -4.804 -6.096 0.796
C 5.187 1.695 -2.739
C -2.622 -6.078 1.860
H 5.575 2.363 0.460
H -6.023 -7.746 0.947
H 1.436 1.783 3.529
H -3.673 -2.772 2.680
H 4.409 -1.661 1.244
H 2.150 -2.042 -0.415
H 4.638 -0.635 -3.444
H -5.481 4.978 1.465
H -0.203 -3.232 1.949
H -0.126 0.850 4.853
H 5.908 -1.153 -0.458
H 5.020 -2.838 -4.327
H 5.158 2.329 -3.667
H 3.786 -4.737 -3.190
H -4.979 2.999 -2.318
H -2.766 -0.629 2.405
H -5.109 -3.692 2.242
H 4.316 3.487 -1.106
H 6.178 0.506 -1.021
H -3.065 1.699 -1.467
H -3.941 0.693 2.655
H 5.636 0.733 -2.987
H 2.933 0.551 -3.903
H -4.902 0.248 0.382
H -5.798 -1.922 0.578
H 5.854 2.157 -2.065
H 3.301 3.831 -2.524
H -3.512 3.489 2.383
H -2.283 -7.758 3.142
H 0.168 6.148 -0.393
H -1.374 -1.526 -0.980
H 4.936 1.716 2.010
H 3.168 2.153 -4.314
H -0.613 -2.722 -2.067
H -5.695 -1.256 2.236
H 0.832 5.313 -5.190
H -4.247 -9.070 2.252
H -1.282 -3.264 4.197
H 2.272 -4.329 -1.355
H 1.718 1.664 -3.353
H 0.606 3.433 -3.727
H -5.583 -5.604 0.246
H 4.475 -0.311 2.349
H 3.014 -0.620 1.551
H 6.685 -0.007 0.559
H -3.578 -0.855 0.072
H 3.733 2.317 0.819
H 2.587 3.139 -1.015
H -6.125 4.707 -0.775
H -1.756 -5.536 2.296
H 0.518 8.003 -1.886
*
```

LUMO (spin up / spin down) = -3.448 / -3.323 eV
relative energy (zero: lowest compared OMol25 entry of this formula, charge and spin) = 154.1 kJ/mol
HOMO (spin up / spin down) = -11.00 / -11.01 eV
frontier orbital gap (spin up / spin down) = 7.56 / 7.69 eV

---

No. 2
C3H4I2 | ωB97M-V with the def2-TZVPD basis set

ORCA input file:
```
! RIJCOSX wB97M-V def2-TZVPD def2/J DEFGRID3
* xyz 0 1
I 2.070 -1.949 0.055
I 2.400 2.202 -0.158
C 0.868 -0.309 0.408
C -1.518 0.125 -0.014
C -0.276 -0.214 -0.465
H -0.145 -0.785 -1.387
H 0.719 0.230 1.362
H -1.870 0.552 0.898
H -2.249 0.149 -0.700
*
```

LUMO (spin up / spin down) = -1.595 / -2.292 eV
relative energy (zero: lowest compared OMol25 entry of this formula, charge and spin) = 155.0 kJ/mol
HOMO (spin up / spin down) = -9.15 / -8.53 eV
frontier orbital gap (spin up / spin down) = 7.56 / 6.23 eV

---

No. 3
C4H8N2O | ωB97M-V with the def2-TZVPD basis set

ORCA input file:
```
! RIJCOSX wB97M-V def2-TZVPD def2/J DEFGRID3
* xyz 0 1
O -0.256 0.714 1.415
N 2.014 -0.694 -0.445
N -1.537 -1.126 0.317
C 0.788 -0.491 -0.368
C 1.172 2.041 0.027
C -0.395 -1.464 -0.636
C 0.456 0.762 0.380
H 2.137 2.104 0.538
H -2.216 -0.504 -0.127
H 0.560 2.907 0.319
H -2.020 -1.947 0.679
H 1.364 2.054 -1.049
H -1.086 -0.485 1.095
H -0.808 -1.356 -1.644
H -0.083 -2.500 -0.477
*
```

LUMO (spin up / spin down) = 0.005 / 0.005 eV
relative energy (zero: lowest compared OMol25 entry of this formula, charge and spin) = 399.4 kJ/mol
HOMO (spin up / spin down) = -6.48 / -6.48 eV
frontier orbital gap (spin up / spin down) = 6.49 / 6.49 eV

---

No. 4
C36H57AsBCsF6N8OS4SbSi2 | ωB97M-V with the def2-TZVPD basis set

ORCA input file:
```
! RIJCOSX wB97M-V def2-TZVPD def2/J DEFGRID3
* xyz -2 2
Cs -1.319 -2.055 0.995
Sb 0.055 -4.304 3.914
As -0.596 2.413 2.350
S 1.418 -1.726 -0.673
S -0.845 -3.713 -2.800
S -1.993 1.516 -1.433
S -6.654 -0.987 0.312
Si 0.259 4.068 3.803
Si -2.165 1.395 3.827
F -1.742 -3.848 4.307
F 0.178 -2.764 2.784
F 1.843 -4.771 3.504
F -0.063 -5.815 5.057
F -0.540 -5.352 2.447
F 0.645 -3.245 5.370
O 2.210 1.543 -1.792
N -3.110 -2.330 -3.464
N 1.098 0.923 -1.241
N 0.423 0.847 -2.558
N 2.719 -3.005 -2.738
N -1.287 -1.094 -3.494
N -3.935 -1.465 0.819
N 1.234 -1.514 -3.359
N -0.130 3.027 -2.776
C -2.336 -0.338 -3.988
C 4.445 -4.738 -2.884
C -4.095 -3.414 -3.204
C -3.796 -4.617 -4.104
C -3.756 1.300 2.836
C -4.046 -3.802 -1.727
C 1.588 1.582 -3.132
C 4.020 1.014 4.582
C -2.138 4.337 -3.328
C 1.849 4.694 2.992
C 2.892 -4.716 -0.948
C 5.703 0.433 2.461
C 1.802 -2.095 -2.270
C 0.715 3.506 5.558
C 5.379 0.862 4.800
C -3.451 -1.074 -3.953
C 0.953 1.448 2.832
C -2.580 2.485 5.325
C 0.085 5.443 -3.205
C -0.883 5.573 3.964
C 1.791 -2.061 -4.497
C 3.490 0.878 3.296
C -0.791 4.345 -2.603
C -1.601 -0.306 4.388
C 2.705 -2.967 -4.128
C 4.628 -2.915 -1.211
C 1.057 2.860 -3.588
C -0.614 1.893 -2.288
C -0.964 4.642 -1.110
C 3.652 -3.833 -1.940
C 4.343 0.579 2.232
C -5.071 -1.274 0.603
C -1.761 -2.349 -3.208
C 6.225 0.577 3.740
C 2.103 1.154 3.065
C -5.500 -2.907 -3.525
B 0.121 -0.473 -3.506
H 3.315 -3.596 -4.745
H 2.191 1.025 -3.845
H -1.722 5.361 4.630
H 2.443 3.843 2.651
H -2.772 -4.950 -3.954
H -1.678 3.959 -0.656
H -4.224 -2.932 -1.096
H -3.730 0.479 2.115
H -2.764 3.531 -2.947
H -5.588 -2.600 -4.569
H -0.345 6.435 4.365
H 2.090 -5.258 -1.452
H 0.274 5.265 -4.263
H 4.071 -2.229 -0.580
H -2.200 0.674 -4.322
H 6.361 0.210 1.634
H -1.821 -1.029 3.599
H 3.357 1.251 5.403
H -6.200 -3.724 -3.353
H 5.073 -4.159 -3.563
H 5.292 -3.512 -0.583
H 1.038 5.515 -2.681
H -2.651 5.287 -3.164
H 0.704 2.415 5.623
H 1.716 3.843 5.835
H -4.451 -0.795 -4.216
H 0.009 3.893 6.296
H 5.097 -5.368 -2.279
H -3.929 -4.347 -5.156
H 1.770 3.674 -3.541
H 3.784 -5.387 -3.460
H 2.450 -4.118 -0.156
H 2.459 5.281 3.681
H -5.784 -2.079 -2.874
H -4.818 -4.546 -1.518
H 1.463 -1.762 -5.476
H -3.901 2.223 2.268
H -4.475 -5.436 -3.862
H -1.317 5.668 -0.985
H -2.771 3.513 5.009
H -0.529 -0.350 4.591
H 3.582 -5.429 -0.493
H -1.786 2.506 6.074
H 3.925 0.488 1.238
H 5.224 -2.341 -1.924
H -1.292 5.847 2.989
H 1.625 5.311 2.117
H -0.009 4.527 -0.593
H -3.075 -4.226 -1.478
H 7.290 0.470 3.907
H -4.628 1.151 3.477
H -0.433 6.397 -3.096
H -2.122 -0.647 5.284
H -1.987 4.193 -4.400
H -3.489 2.108 5.799
H 5.780 0.974 5.800
H 0.241 0.036 -4.594
*
```

LUMO (spin up / spin down) = 3.581 / 3.580 eV
relative energy (zero: lowest compared OMol25 entry of this formula, charge and spin) = 472.9 kJ/mol
HOMO (spin up / spin down) = -2.15 / -2.00 eV
frontier orbital gap (spin up / spin down) = 5.73 / 5.58 eV

---

No. 5
C4H6MnO2 | ωB97M-V with the def2-TZVPD basis set

ORCA input file:
```
! RIJCOSX wB97M-V def2-TZVPD def2/J DEFGRID3
* xyz 0 6
Mn 0.310 1.645 0.208
O -1.260 2.168 -0.722
O 1.653 -0.749 -0.183
C 2.651 -1.790 -0.215
C 2.010 0.503 -0.191
C -2.505 1.951 -0.557
C -2.792 0.824 0.407
H 3.570 -1.413 0.252
H -1.989 0.618 1.149
H 2.818 -2.066 -1.261
H 2.251 -2.654 0.329
H -3.723 1.058 0.949
H -2.994 -0.095 -0.165
*
```

LUMO (spin up / spin down) = -0.426 / -1.156 eV
relative energy (zero: lowest compared OMol25 entry of this formula, charge and spin) = 235.0 kJ/mol
HOMO (spin up / spin down) = -6.74 / -7.10 eV
frontier orbital gap (spin up / spin down) = 6.31 / 5.95 eV

---

No. 6
C3H4N2O2 | ωB97M-V with the def2-TZVPD basis set

ORCA input file:
```
! RIJCOSX wB97M-V def2-TZVPD def2/J DEFGRID3
* xyz 0 1
O 1.442 -0.842 -0.231
O 0.916 0.873 2.865
N 1.634 -0.082 0.844
N -0.779 1.675 -0.979
C 1.076 0.276 1.855
C -1.513 0.229 0.961
C -1.183 0.994 -0.105
H -2.417 0.223 1.504
H 2.334 -1.097 -0.480
H -0.930 -0.593 1.042
H -0.117 2.333 -1.072
*
```

LUMO = 0.357 eV
relative energy (zero: lowest compared OMol25 entry of this formula, charge and spin) = 584.9 kJ/mol
HOMO = -8.65 eV
SMILES string = O=C=NO.C=C=N
frontier orbital gap = 9.00 eV

---

No. 7
C2H6O2Rb | ωB97M-V with the def2-TZVPD basis set

ORCA input file:
```
! RIJCOSX wB97M-V def2-TZVPD def2/J DEFGRID3
* xyz 1 1
Rb -2.433 -2.392 -2.139
O 1.864 0.283 0.423
O -0.541 -1.140 -0.331
C 0.530 0.587 0.785
C -0.647 0.208 -0.130
H -1.581 0.356 0.412
H 0.424 0.060 1.733
H 0.356 -1.324 -0.618
H 2.176 1.022 -0.103
H 0.515 1.639 1.068
H -0.665 0.703 -1.101
*
```

LUMO = -4.033 eV
relative energy (zero: lowest compared OMol25 entry of this formula, charge and spin) = 69.6 kJ/mol
HOMO = -13.60 eV
frontier orbital gap = 9.57 eV

---

No. 8
C5H7LiNaO3 | ωB97M-V with the def2-TZVPD basis set

ORCA input file:
```
! RIJCOSX wB97M-V def2-TZVPD def2/J DEFGRID3
* xyz 2 2
Na -1.137 3.063 -0.299
O -1.045 -1.317 0.275
O 0.609 0.169 0.355
O -1.381 0.829 -0.270
C -0.630 -0.103 -0.005
C -4.389 -0.447 0.337
C -4.025 0.692 0.053
C 2.823 -0.548 0.924
C 1.643 -0.710 0.056
Li 0.144 -2.850 0.685
H 3.585 -1.283 0.641
H -2.128 -1.325 0.370
H 1.702 -0.990 -1.002
H -3.708 1.722 0.120
H -5.157 -1.181 0.532
H 2.555 -0.692 1.980
H 3.224 0.478 0.832
*
```

LUMO (spin up / spin down) = -7.115 / -8.200 eV
relative energy (zero: lowest compared OMol25 entry of this formula, charge and spin) = 186.7 kJ/mol
HOMO (spin up / spin down) = -16.10 / -16.96 eV
frontier orbital gap (spin up / spin down) = 8.98 / 8.76 eV

---

No. 9
C2H6FO2Yb | ωB97M-V with the def2-TZVPD basis set

ORCA input file:
```
! RIJCOSX wB97M-V def2-TZVPD def2/J DEFGRID3
* xyz 1 3
Yb 0.222 2.471 0.322
F 2.181 1.626 1.717
O -0.482 0.229 -0.218
O 1.740 0.266 -0.505
C 0.674 -0.589 -0.458
C -1.729 -0.431 -0.125
H -2.025 -0.781 -1.125
H 2.247 0.543 0.631
H 0.520 -1.077 -1.435
H -1.651 -1.265 0.587
H 0.741 -1.313 0.373
H -2.439 0.321 0.235
*
```

LUMO (spin up / spin down) = -5.008 / -7.918 eV
relative energy (zero: lowest compared OMol25 entry of this formula, charge and spin) = 0.0 kJ/mol
HOMO (spin up / spin down) = -12.12 / -15.12 eV
frontier orbital gap (spin up / spin down) = 7.11 / 7.20 eV

---

No. 10
C28H31BIrN6OS3 | ωB97M-V with the def2-TZVPD basis set

ORCA input file:
```
! RIJCOSX wB97M-V def2-TZVPD def2/J DEFGRID3
* xyz 1 1
Ir -0.144 -0.124 -0.659
S -0.866 -4.460 -0.236
S 2.820 -4.958 0.690
S 0.471 -0.879 2.760
O 0.591 -1.771 -0.179
N -1.243 2.312 -2.026
N -1.757 0.605 0.265
N 0.864 1.530 -0.195
N -0.833 1.034 -2.191
N 0.267 2.744 -0.133
N -2.030 1.935 0.279
C -1.502 1.804 -4.153
C 2.269 -3.441 0.101
C 1.540 -1.989 2.000
C 3.001 -3.030 -0.971
C 1.190 3.668 0.182
C -1.810 -5.381 0.854
C -2.666 -0.029 1.012
C 2.165 1.672 0.073
C 2.760 -1.988 2.610
C -2.168 4.193 -3.357
C 4.030 -3.950 -1.316
C -1.457 -5.157 2.147
C -0.628 -0.647 -4.006
C -3.546 0.928 1.521
C -3.118 2.149 1.038
C 1.106 -2.739 0.765
C 1.665 -0.398 3.883
C -0.004 -3.720 1.057
C -2.709 -1.502 1.210
C -0.412 -4.198 2.264
C 3.135 0.546 0.030
C -3.694 3.508 1.239
C 2.405 3.023 0.327
C -1.655 2.802 -3.208
C 2.832 -1.072 3.697
C 4.045 -5.037 -0.500
C 0.857 5.113 0.327
C -0.980 0.699 -3.473
B -1.190 2.876 -0.599
H 3.350 3.465 0.591
H 4.055 0.837 0.534
H 3.580 -2.609 2.281
H 0.055 5.266 1.048
H 4.709 -5.885 -0.535
H -3.644 -1.902 0.817
H 3.386 0.295 -1.003
H 0.020 -3.878 3.202
H -2.944 4.212 1.600
H -2.447 4.374 -4.393
H -1.511 -1.140 -4.412
H 1.734 5.657 0.669
H -2.571 -6.046 0.480
H 4.714 -3.811 -2.139
H -1.922 -5.652 2.987
H -1.887 -2.015 0.717
H -2.662 -1.742 2.272
H -1.571 4.001 -0.545
H -3.046 4.359 -2.732
H -1.735 1.864 -5.202
H -4.499 3.461 1.967
H -4.392 0.742 2.161
H -1.411 4.925 -3.075
H 2.747 -0.345 0.518
H 0.541 5.541 -0.625
H 3.711 -0.924 4.307
H -0.205 -1.297 -3.239
H 0.101 -0.558 -4.811
H 2.807 -2.112 -1.505
H 1.439 0.347 4.630
H -4.100 3.899 0.305
*
```

LUMO = -3.379 eV
HOMO = -10.97 eV
frontier orbital gap = 7.59 eV

---

No. 11
C24H22BrN2O7Rh | ωB97M-V with the def2-TZVPD basis set

ORCA input file:
```
! RIJCOSX wB97M-V def2-TZVPD def2/J DEFGRID3
* xyz 0 1
Rh -0.352 0.035 -0.024
Br 0.697 1.632 1.819
O 1.380 -4.927 0.370
O 0.394 1.659 -1.202
O -1.298 -1.389 -3.674
O -0.867 -1.519 1.047
O -0.664 -1.109 -1.581
O -2.209 0.712 -0.204
O -3.864 1.481 -1.467
N 1.438 -0.856 0.397
N 1.293 -2.156 0.497
C -0.192 -3.719 1.653
C 0.169 3.589 -2.459
C 0.555 -4.879 1.472
C 3.240 2.228 0.736
C 5.606 2.855 0.391
C 5.828 1.187 -1.810
C -0.608 2.679 -1.515
C -1.019 -3.629 2.762
C 0.645 1.257 -2.581
C -0.135 -2.603 0.631
C -0.359 -5.823 3.475
C 4.503 2.099 -0.008
C -2.683 1.287 -1.274
C 6.809 2.763 -0.288
C 2.360 1.246 0.901
C -1.658 1.853 -2.265
C 6.925 1.925 -1.389
C 1.070 2.577 -3.213
C -0.966 -0.652 -2.774
C 4.625 1.274 -1.128
C -1.107 -4.673 3.672
C -0.756 0.837 -3.040
C 2.510 -0.176 0.610
C 0.478 -5.928 2.373
H 2.125 2.770 -3.024
H 0.764 4.310 -1.901
H -1.763 -4.590 4.528
H 1.388 0.462 -2.581
H 3.470 -0.652 0.786
H 1.071 -6.823 2.213
H 5.905 0.547 -2.680
H 5.517 3.514 1.246
H -0.876 0.963 -4.113
H -0.503 4.137 -3.117
H -0.423 -6.645 4.176
H 7.863 1.857 -1.924
H -2.220 2.466 -2.965
H 1.750 -5.812 0.288
H 3.032 3.195 1.178
H -0.949 3.125 -0.585
H 3.766 0.717 -1.479
H 0.909 2.572 -4.289
H -0.452 -2.977 -0.347
H -1.601 -2.726 2.886
H 2.078 -2.788 0.437
H 7.657 3.349 0.039
*
```

LUMO = -0.686 eV
HOMO = -8.66 eV
frontier orbital gap = 7.98 eV

---

No. 12
C5H14O3 | ωB97M-V with the def2-TZVPD basis set

ORCA input file:
```
! RIJCOSX wB97M-V def2-TZVPD def2/J DEFGRID3
* xyz 0 1
O -0.289 -0.989 1.613
O -2.743 -0.977 0.459
O -1.283 -0.969 -1.525
C 2.602 -1.003 0.248
C -1.118 1.653 -0.433
C 2.170 0.404 0.324
C 0.268 1.923 -0.180
C 1.107 0.835 -0.401
H -1.242 -1.083 1.374
H 2.771 -1.401 1.252
H -1.557 1.213 0.440
H 0.638 0.097 -1.046
H 1.765 -1.568 -0.175
H -1.139 1.020 -1.318
H 2.553 0.963 1.175
H -3.669 -1.158 0.516
H -0.004 -0.164 1.217
H -1.309 -1.756 -2.080
H -1.691 2.554 -0.677
H 0.663 2.792 0.329
H 3.520 -1.182 -0.305
H -2.014 -1.205 -0.808
*
```

LUMO = -2.900 eV
relative energy (zero: lowest compared OMol25 entry of this formula, charge and spin) = 391.3 kJ/mol
HOMO = -7.77 eV
frontier orbital gap = 4.87 eV

---

No. 13
C9H14 | ωB97M-V with the def2-TZVPD basis set

ORCA input file:
```
! RIJCOSX wB97M-V def2-TZVPD def2/J DEFGRID3
* xyz 0 1
C 0.242 1.249 1.755
C -1.873 1.255 -2.149
C 2.269 -1.028 -0.523
C -3.046 0.683 -1.373
C 2.237 -2.210 0.183
C 1.018 0.058 1.244
C 1.524 0.057 -0.042
C 1.726 -2.229 1.473
C 1.057 -1.136 1.983
H 2.773 -3.077 -0.185
H 0.434 -1.171 2.863
H -0.099 1.808 0.890
H -3.256 -0.304 -1.702
H 2.796 -0.821 -1.441
H -0.554 1.005 2.444
H 1.334 0.898 -0.701
H 0.956 1.990 2.128
H -2.843 0.680 -0.327
H -0.942 0.757 -1.851
H 1.792 -3.154 2.019
H -3.976 1.206 -1.606
H -1.908 1.195 -3.234
H -1.663 2.286 -1.845
*
```

LUMO = 1.013 eV
relative energy (zero: lowest compared OMol25 entry of this formula, charge and spin) = 56.3 kJ/mol
HOMO = -9.03 eV
SMILES string = Cc1ccccc1.CC
frontier orbital gap = 10.05 eV